No. 1
{"formula": "C3H5NO3", "method": "ωB97M-V with the def2-TZVPD basis set", "total_charge": 0, "smiles": "CC(=O)ONC=O", "homo_lumo_gap_ev": 10.902, "homo_ev": -10.36, "lumo_ev": 0.538, "relative_energy_kcal_mol": 67.8, "elements": ["C", "C", "O", "O", "N", "C", "O", "H", "H", "H", "H", "H"], "coordinates": [[-1.68242, -1.03450, -0.25887], [-0.39298, -0.42056, 0.18589], [0.37576, -0.87884, 1.00859], [-0.42421, 0.95564, -0.02958], [0.83891, 1.52046, 0.19107], [1.88355, 0.74333, -0.23480], [3.02934, 0.84334, 0.07316], [-2.30461, -0.30849, -0.77143], [-1.45730, -1.86693, -0.92039], [-2.21542, -1.42381, 0.60582], [0.93148, 1.92382, 1.11982], [1.41789, -0.05348, -0.96927]], "forces_ev_per_angstrom": [[0.25, -0.17, -0.61], [-0.95, 0.45, 3.89], [-0.61, -0.15, -1.79], [0.82, -0.56, -1.04], [-0.11, 0.86, 0.63], [-0.92, -1.78, -1.58], [0.16, 0.27, 0.06], [0.02, 0.01, -0.10], [-0.12, -0.11, -0.10], [0.18, 0.01, 0.09], [-0.15, -0.14, -0.09], [1.42, 1.30, 0.63]]}

---

No. 2
{"formula": "C6H11NO", "method": "ωB97M-V with the def2-TZVPD basis set", "total_charge": 0, "homo_lumo_gap_ev": [8.046, 6.934], "homo_ev": [-7.22, -6.62], "lumo_ev": [0.826, 0.310], "relative_energy_kcal_mol": 149.4, "elements": ["C", "C", "C", "C", "C", "N", "C", "O", "H", "H", "H", "H", "H", "H", "H", "H", "H", "H", "H"], "coordinates": [[-0.20176, -0.55170, 0.51905], [0.05093, -1.94064, 0.02526], [-2.56371, -0.35480, 0.30967], [2.15877, 0.31681, 0.04276], [-0.40085, 0.49922, -0.26840], [2.58284, 1.58678, 0.28446], [-0.57205, 1.50696, -1.06755], [2.90392, -0.59085, -0.25138], [-0.14599, -0.36897, 1.58544], [1.93688, 2.27308, 0.63132], [3.57703, 1.80248, 0.30763], [-0.27247, -2.05804, -1.00736], [1.12758, -2.12735, 0.07304], [-0.46566, -2.66655, 0.65383], [-2.66034, -1.12464, 1.06712], [-2.82703, -0.67561, -0.69142], [-2.94665, 0.61424, 0.60789], [-1.56666, 1.82194, -1.35858], [0.28522, 2.03762, -1.46278]], "forces_ev_per_angstrom": [[0.10, 0.55, -0.42], [0.00, 0.06, 0.02], [-1.17, -0.21, 0.12], [1.51, -0.13, -0.14], [0.31, -0.56, 0.36], [-0.10, -0.05, 0.02], [-0.02, 0.01, 0.00], [-0.59, 0.44, 0.15], [-0.02, 0.02, 0.02], [0.01, -0.06, -0.03], [-0.24, -0.13, -0.02], [0.00, 0.01, 0.02], [-0.06, -0.05, 0.00], [0.01, 0.00, -0.04], [0.07, 0.00, 0.00], [0.10, 0.02, -0.02], [0.10, 0.03, -0.01], [0.00, 0.00, 0.00], [-0.01, 0.02, -0.02]]}

---

No. 3
{"formula": "C31H31GeN4SV", "method": "ωB97M-V with the def2-TZVPD basis set", "total_charge": 3, "homo_lumo_gap_ev": [7.020, 6.381], "multiplicity": 4, "homo_ev": [-16.94, -17.21], "lumo_ev": [-9.916, -10.828], "s_squared": 3.774, "elements": ["V", "N", "C", "C", "C", "C", "C", "C", "C", "C", "N", "C", "H", "H", "H", "H", "H", "H", "H", "H", "S", "C", "N", "C", "C", "C", "N", "H", "H", "H", "H", "H", "H", "H", "H", "C", "C", "C", "C", "C", "C", "Ge", "C", "C", "C", "C", "C", "C", "C", "C", "C", "C", "C", "C", "H", "H", "H", "H", "H", "H", "H", "H", "H", "H", "H", "H", "H", "H", "H"], "coordinates": [[0.08701, -0.09504, 1.05750], [-0.41514, 0.94342, -0.72350], [-1.00231, 2.21753, -0.26160], [-1.78765, 3.01910, -1.03024], [-2.19692, 4.28929, -0.56071], [-1.77379, 4.74279, 0.65298], [-0.99215, 3.90474, 1.49125], [-0.55790, 4.29570, 2.77354], [0.13398, 3.41816, 3.56831], [0.37071, 2.13204, 3.10007], [-0.00004, 1.72047, 1.87838], [-0.66516, 2.61770, 1.04808], [0.41841, 1.16733, -1.27016], [-1.04513, 0.47228, -1.36805], [-2.06908, 2.70994, -2.03136], [-2.81858, 4.90930, -1.19209], [-2.03991, 5.73520, 0.99453], [-0.78780, 5.29473, 3.12764], [0.47078, 3.69552, 4.55704], [0.85381, 1.39379, 3.72573], [-1.80416, -1.39010, 1.36592], [-2.04878, -2.65255, 0.14602], [-3.16207, -2.59579, -0.55957], [-3.56503, -3.65933, -1.50729], [-2.99629, -4.98166, -1.03241], [-1.49892, -4.85270, -0.82912], [-1.21101, -3.65539, -0.00100], [-3.81931, -1.87091, -0.31467], [-3.19541, -3.40174, -2.50000], [-4.65060, -3.66805, -1.54214], [-3.19890, -5.75146, -1.77447], [-3.47811, -5.28493, -0.10166], [-0.96630, -4.76169, -1.77563], [-1.09417, -5.70677, -0.29150], [-0.36804, -3.64809, 0.55584], [5.91870, 1.05925, 0.21989], [4.85495, 1.73551, 0.81521], [3.71792, 1.03675, 1.17193], [3.63935, -0.34918, 0.93937], [4.70518, -1.01670, 0.31104], [5.84725, -0.30697, -0.02492], [2.22580, -1.39415, 1.59539], [1.72679, -1.11534, 3.39403], [0.63747, -1.74893, 4.01729], [0.45970, -1.62357, 5.38645], [1.35896, -0.87153, 6.13541], [2.44372, -0.24063, 5.52732], [2.62498, -0.33925, 4.16012], [2.05437, -3.13376, 0.89827], [2.21711, -3.37785, -0.47637], [2.29495, -4.68138, -0.93855], [2.21037, -5.74313, -0.03954], [2.03615, -5.51103, 1.32035], [1.94886, -4.20885, 1.79669], [6.81073, 1.60571, -0.05850], [4.92601, 2.79902, 1.00211], [2.90040, 1.57021, 1.64369], [4.66144, -2.07962, 0.11174], [6.68378, -0.81941, -0.48140], [-0.05885, -2.35016, 3.45026], [-0.37050, -2.11837, 5.87326], [1.22045, -0.78174, 7.20563], [3.15064, 0.31947, 6.12588], [3.47624, 0.14411, 3.69885], [2.30801, -2.56095, -1.18298], [2.44196, -4.87595, -1.99326], [2.29336, -6.76043, -0.40195], [1.98600, -6.34294, 2.01085], [1.83031, -4.03836, 2.85946]], "forces_ev_per_angstrom": [[-0.59, 0.10, -0.32], [0.04, 0.37, 0.08], [0.13, -0.25, 0.19], [-0.02, 0.13, -0.32], [0.00, -0.08, -0.08], [0.04, -0.03, 0.07], [-0.31, 0.27, -0.03], [-0.04, 0.12, 0.06], [0.00, 0.06, 0.08], [-0.23, -0.29, -0.43], [-0.11, 0.94, 0.22], [0.49, -0.48, 0.26], [0.00, 0.01, -0.06], [-0.10, -0.02, 0.04], [0.00, 0.02, 0.02], [0.02, -0.02, 0.00], [0.01, -0.03, 0.02], [0.01, -0.03, -0.02], [-0.01, -0.01, -0.01], [0.03, -0.01, 0.02], [-0.26, -0.46, 0.12], [-0.20, 0.25, -0.02], [-0.01, -0.12, -0.03], [0.02, 0.18, 0.13], [-0.01, -0.05, 0.00], [0.07, 0.16, 0.14], [0.11, -0.12, -0.08], [-0.02, 0.02, -0.06], [0.01, 0.01, -0.03], [-0.03, -0.03, 0.01], [0.01, -0.02, 0.01], [0.00, 0.01, 0.00], [-0.01, 0.03, -0.04], [0.00, -0.04, -0.01], [-0.01, -0.04, 0.03], [0.00, 0.03, 0.00], [0.03, -0.04, -0.05], [0.08, -0.08, -0.03], [0.17, 0.43, -0.34], [-0.01, 0.21, -0.03], [-0.02, -0.03, -0.03], [1.42, -0.89, 0.34], [-0.33, 0.36, 0.29], [0.11, 0.07, 0.14], [0.01, 0.03, -0.03], [0.02, 0.01, 0.00], [-0.01, 0.00, 0.02], [-0.18, -0.09, 0.10], [-0.18, -0.35, -0.27], [0.03, -0.16, 0.07], [-0.03, 0.01, 0.01], [0.00, 0.01, -0.03], [-0.03, 0.07, 0.04], [-0.10, -0.11, -0.17], [-0.01, -0.01, 0.02], [-0.01, -0.02, -0.02], [-0.04, -0.02, 0.06], [-0.02, -0.02, 0.03], [-0.01, 0.01, 0.01], [-0.02, -0.03, -0.08], [0.01, 0.01, -0.01], [0.01, -0.01, -0.02], [-0.02, -0.01, 0.00], [0.01, -0.01, -0.02], [0.03, 0.05, 0.02], [0.00, 0.00, 0.02], [0.00, 0.02, 0.00], [0.00, 0.01, -0.01], [0.03, 0.02, 0.01]]}